Record 1
Entry from the OMol25 dataset: a molecular structure, C19H21IN4O3Sr in a non-equilibrium geometry (wB97M-V/def2-TZVPD).

Geometry (Å):
Sr -0.586 1.078 -2.359
C -0.038 -3.408 -4.648
C -0.953 -3.099 -3.491
N -1.924 -4.036 -3.258
C -2.777 -3.801 -2.246
C -2.728 -2.689 -1.430
C -3.692 -2.521 -0.303
O -3.115 -2.920 0.940
C -1.701 -1.777 -1.703
C -1.521 -0.598 -0.844
N -2.244 0.456 -1.020
C -2.078 1.503 -0.057
C -2.514 1.161 1.248
C -2.462 2.043 2.330
C -1.981 3.328 2.143
C -1.569 3.727 0.874
C -1.619 2.843 -0.232
I -0.947 3.915 -2.059
C -0.767 -1.917 -2.740
O 0.130 -1.033 -2.948
H -0.313 -4.360 -5.114
H 0.999 -3.493 -4.306
H -0.110 -2.629 -5.414
H -3.527 -4.573 -2.102
H -4.588 -3.131 -0.462
H -4.037 -1.487 -0.216
H -2.159 -3.032 0.789
H -0.745 -0.681 -0.061
H -2.912 0.162 1.420
H -2.803 1.718 3.308
H -1.936 4.024 2.976
H -1.210 4.746 0.752
N 1.051 1.071 -0.334
C 1.810 1.079 0.539
N 2.734 1.093 1.578
C 3.717 0.025 1.559
C 4.512 0.044 2.869
O 5.091 1.320 3.078
C 4.058 2.276 3.244
C 3.233 2.401 1.958
H 4.414 0.186 0.706
H 3.224 -0.965 1.439
H 5.319 -0.717 2.813
H 3.864 -0.239 3.731
H 4.510 3.262 3.481
H 3.408 2.004 4.107
H 3.883 2.794 1.144
H 2.394 3.113 2.124
H 1.204 1.734 -3.803

The calculation puts the HOMO energy at -6.05 eV. For the total energy, the calculation gives -41078.2893 eV. The spin multiplicity is 1. The value obtained for the largest force on an atom is 0.131 Eh/bohr. The calculation puts the orbital gap at 5.2876 eV.

***

Record 2
Entry from the OMol25 dataset: a molecular structure, C19H21IN5V (wB97M-V/def2-TZVPD).

Geometry (Å):
V -0.505 0.086 -1.135
N -3.896 0.969 -3.687
C -2.677 0.572 -3.259
N -2.382 0.339 -2.029
C -3.402 0.501 -1.039
N -3.135 0.097 0.172
N -1.883 -0.279 0.300
C -1.453 -0.952 1.429
C -0.199 -1.465 1.289
C 0.533 -2.197 2.300
C 1.744 -2.719 2.031
C 2.323 -2.547 0.718
C 1.636 -1.825 -0.198
N 0.420 -1.243 0.031
C -4.683 1.045 -1.426
C -5.702 1.349 -0.517
C -6.919 1.846 -0.954
C -7.147 2.068 -2.307
C -6.143 1.784 -3.225
C -4.935 1.279 -2.782
H -4.016 1.172 -4.663
H -1.902 0.443 -4.008
H -2.048 -1.013 2.330
H 0.071 -2.313 3.273
H 2.282 -3.269 2.795
H 3.285 -2.970 0.465
H 2.029 -1.646 -1.192
H -5.510 1.181 0.534
H -7.695 2.069 -0.233
H -8.096 2.462 -2.647
H -6.301 1.951 -4.286
I 0.781 -0.222 -3.626
C -0.468 3.175 1.421
C 0.600 2.546 0.511
C 1.457 1.593 1.345
C 1.494 3.653 -0.060
C -0.105 1.836 -0.617
H -0.002 3.694 2.266
H -1.133 2.402 1.811
H -1.075 3.896 0.867
H 1.969 2.140 2.144
H 2.212 1.101 0.728
H 0.844 0.814 1.799
H 2.001 4.199 0.743
H 0.907 4.370 -0.640
H 2.253 3.230 -0.721
H -0.601 2.554 -1.290

The calculation puts the HOMO energy (alpha / beta) at -2.35 / -2.44 eV. The net charge is -1. For the total energy, the calculation gives -61284.4611 eV. The spin multiplicity is 2. The value obtained for the largest force on an atom is 0.009 Eh/bohr. The calculation puts the orbital gap (alpha / beta) at 4.9162 / 5.0053 eV. As for the expectation value of S²: 1.112.